(1)
Entry from the Open Molecules 2025 dataset: a cluster of 6 separate species, C46H65BO7PS in total (wB97M-V/def2-TZVPD).

Properties
energy above the lowest of the compared OMol25 structures with the same formula, charge and spin	0.00	kJ/mol
charge	-1

Each line ends with the Löwdin charge.
Positions of all 121 atoms, in Å:
C  3.829  4.213  4.187  -0.11
C  3.990  5.125  2.962  -0.21
C  2.711  5.901  2.558  -0.25
O  2.176  5.550  1.316  -0.01
B  1.620  4.193  1.144  -0.88
C  2.609  3.239  0.240  -0.06
C  2.711  1.756  0.659  -0.20
C  2.516  0.856  -0.561  -0.25
O  2.580  -0.550  -0.315  -0.22
C  1.350  -1.223  -0.454  -0.11
O  1.236  3.570  2.432  -0.03
C  -0.078  3.995  2.702  -0.18
C  -0.728  3.914  1.319  -0.60
C  -2.021  4.697  1.137  -0.17
O  -3.008  4.158  1.993  -0.15
C  -4.334  4.432  1.642  -0.19
C  -4.785  3.832  0.308  -0.20
O  -4.381  2.493  0.120  -0.20
C  -5.361  1.522  0.455  -0.17
C  -4.961  0.175  -0.148  -0.20
O  -4.632  -0.751  0.858  -0.17
C  -3.600  -1.651  0.505  -0.29
C  -3.065  -2.330  1.768  -0.09
P  -1.031  2.107  0.958  0.54
S  -1.733  0.890  2.328  0.19
O  0.246  4.378  0.438  0.00
H  4.800  3.996  4.653  0.06
H  3.354  3.268  3.914  0.06
H  3.193  4.692  4.943  0.07
H  4.307  4.532  2.098  0.10
H  4.798  5.844  3.162  0.09
H  1.967  5.777  3.363  0.10
H  2.943  6.975  2.508  0.11
H  2.205  3.274  -0.787  0.10
H  3.613  3.681  0.177  0.09
H  3.686  1.509  1.107  0.11
H  1.965  1.518  1.428  0.09
H  1.555  1.091  -1.040  0.10
H  3.305  1.084  -1.292  0.11
H  0.778  -0.808  -1.294  0.08
H  0.736  -1.172  0.455  0.08
H  1.555  -2.276  -0.676  0.08
H  -0.119  5.057  3.012  0.13
H  -0.551  3.384  3.474  0.11
H  -1.817  5.754  1.363  0.14
H  -2.332  4.634  0.086  0.12
H  -4.507  5.523  1.581  0.13
H  -4.946  4.047  2.464  0.13
H  -4.371  4.404  -0.532  0.11
H  -5.881  3.911  0.259  0.12
H  -5.439  1.400  1.543  0.14
H  -6.324  1.854  0.041  0.12
H  -4.104  0.344  -0.816  0.12
H  -5.787  -0.231  -0.755  0.12
H  -2.792  -1.089  0.012  0.10
H  -3.966  -2.390  -0.227  0.10
H  -3.745  -2.124  2.602  0.08
H  -2.965  -3.412  1.638  0.05
H  -2.096  -1.904  2.033  0.02
H  -1.787  2.148  -0.229  -0.01
H  0.201  1.676  0.475  -0.03
C  4.791  0.252  -5.173  -0.10
C  6.169  0.150  -5.304  -0.11
C  6.935  -0.307  -4.240  -0.10
C  6.322  -0.663  -3.046  -0.08
C  4.944  -0.563  -2.916  -0.09
C  4.179  -0.103  -3.979  -0.09
H  4.194  0.614  -6.001  0.10
H  6.647  0.430  -6.235  0.09
H  8.011  -0.380  -4.339  0.10
H  6.916  -1.017  -2.212  0.09
H  4.462  -0.834  -1.984  0.08
H  3.105  -0.015  -3.870  0.10
C  -6.915  2.063  -4.632  -0.10
C  -6.134  1.718  -3.537  -0.09
C  -5.113  2.558  -3.116  -0.08
C  -4.875  3.747  -3.792  -0.09
C  -5.655  4.094  -4.887  -0.10
C  -6.675  3.251  -5.308  -0.11
H  -7.710  1.405  -4.960  0.10
H  -6.321  0.790  -3.010  0.09
H  -4.507  2.294  -2.258  0.09
H  -4.079  4.404  -3.465  0.10
H  -5.468  5.022  -5.413  0.10
H  -7.282  3.520  -6.163  0.10
C  -4.423  -5.534  -0.508  -0.09
C  -3.780  -6.739  -0.754  -0.11
C  -3.862  -7.771  0.172  -0.12
C  -4.591  -7.599  1.340  -0.10
C  -5.235  -6.394  1.584  -0.09
C  -5.150  -5.360  0.661  -0.10
H  -4.350  -4.725  -1.225  0.10
H  -3.205  -6.870  -1.661  0.10
H  -3.349  -8.707  -0.012  0.10
H  -4.651  -8.402  2.064  0.10
H  -5.799  -6.256  2.498  0.10
H  -5.640  -4.415  0.859  0.10
C  7.711  -3.314  0.978  -0.11
C  8.439  -2.304  1.592  -0.11
C  7.883  -1.040  1.741  -0.10
C  6.599  -0.786  1.278  -0.08
C  5.870  -1.796  0.665  -0.09
C  6.427  -3.059  0.513  -0.10
H  8.144  -4.299  0.860  0.09
H  9.439  -2.502  1.956  0.09
H  8.451  -0.252  2.219  0.10
H  6.162  0.197  1.394  0.10
H  4.865  -1.592  0.310  0.09
H  5.860  -3.844  0.030  0.10
C  -0.095  -6.781  0.129  -0.10
C  1.247  -6.538  -0.133  -0.10
C  1.920  -5.550  0.573  -0.10
C  1.256  -4.805  1.537  -0.09
C  -0.084  -5.055  1.803  -0.09
C  -0.759  -6.040  1.097  -0.09
H  -0.625  -7.550  -0.421  0.09
H  1.767  -7.116  -0.887  0.10
H  2.965  -5.353  0.366  0.09
H  1.786  -4.029  2.074  0.11
H  -0.612  -4.480  2.553  0.10
H  -1.805  -6.232  1.299  0.08


(2)
Entry from the Open Molecules 2025 dataset: an isolated molecule of C4H6N2O (wB97M-V/def2-TZVPD).

Properties
energy above the lowest of the compared OMol25 structures with the same formula, charge and spin	292.25	kJ/mol

Each line ends with the Löwdin charge.
Positions of all 13 atoms, in Å:
N  -2.427  0.520  -0.614  0.17
C  -1.211  0.324  -0.330  -0.45
O  -0.833  -0.948  -0.161  -0.01
C  0.567  -1.170  -0.284  -0.19
C  1.275  -0.404  0.807  -0.20
C  1.052  1.085  0.590  -0.01
N  -0.113  1.279  -0.046  0.04
H  -2.759  1.470  -0.720  0.05
H  -0.352  2.215  -0.351  0.12
H  0.896  -0.792  -1.262  0.13
H  0.688  -2.251  -0.249  0.13
H  0.869  -0.684  1.792  0.12
H  2.347  -0.644  0.828  0.11


(3)
Entry from the Open Molecules 2025 dataset: a structure of composition C47H46Cl2FLaNP2Si2 (wB97M-V/def2-TZVPD).

Properties
energy above the lowest of the compared OMol25 structures with the same formula, charge and spin	85.06	kJ/mol
charge	+1

Each line ends with the Löwdin charge.
Positions of all 102 atoms, in Å:
La  0.519  -0.261  -0.260  1.66
C  1.001  -0.324  3.536  -0.24
Si  -0.428  0.126  2.346  0.48
C  -1.748  -1.257  2.659  -0.36
C  -1.774  -1.746  3.967  -0.11
C  -2.437  -2.913  4.316  -0.06
C  -3.062  -3.654  3.330  -0.07
C  -3.095  -3.176  2.030  -0.12
C  -2.472  -1.980  1.670  -0.42
P  -2.955  -1.150  0.078  1.07
C  -1.872  -1.625  -1.372  -0.50
C  -1.167  -2.815  -1.567  -0.19
C  -0.453  -3.030  -2.743  -0.07
C  -0.438  -2.068  -3.745  -0.06
C  -1.180  -0.904  -3.589  -0.06
C  -1.891  -0.686  -2.416  -0.16
C  -4.433  -2.150  -0.403  -0.36
C  -5.673  -1.630  -0.035  -0.08
C  -6.841  -2.327  -0.309  -0.07
C  -6.789  -3.549  -0.961  -0.07
C  -5.562  -4.065  -1.353  -0.07
C  -4.395  -3.369  -1.082  -0.10
C  -0.894  1.941  2.698  -0.31
C  -0.559  2.523  3.924  -0.09
C  -0.842  3.851  4.195  -0.07
C  -1.487  4.631  3.245  -0.06
C  -1.828  4.077  2.024  -0.09
C  -1.510  2.750  1.733  -0.40
P  -2.099  1.997  0.160  1.02
C  -3.870  2.148  0.654  -0.36
C  -4.765  3.030  0.060  -0.08
C  -6.065  3.135  0.540  -0.07
C  -6.479  2.378  1.623  -0.08
C  -5.578  1.525  2.246  -0.08
C  -4.285  1.407  1.764  -0.13
C  -1.928  3.286  -1.133  -0.38
C  -2.628  3.055  -2.323  -0.14
C  -2.446  3.871  -3.427  -0.07
C  -1.549  4.928  -3.364  -0.07
C  -0.850  5.166  -2.191  -0.06
C  -1.036  4.352  -1.082  -0.11
H  0.730  -0.230  4.591  0.02
H  1.867  0.319  3.361  0.03
H  1.315  -1.358  3.376  0.00
H  -1.252  -1.194  4.740  0.09
H  -2.459  -3.235  5.350  0.11
H  -3.537  -4.596  3.573  0.11
H  -3.631  -3.748  1.287  0.09
H  -1.211  -3.586  -0.815  0.03
H  0.073  -3.967  -2.882  0.12
H  0.130  -2.238  -4.650  0.12
H  -1.216  -0.171  -4.386  0.12
H  -2.497  0.205  -2.307  0.07
H  -5.724  -0.673  0.466  0.09
H  -7.797  -1.913  -0.015  0.11
H  -7.700  -4.093  -1.177  0.11
H  -5.514  -5.015  -1.870  0.11
H  -3.456  -3.792  -1.407  0.09
H  -0.065  1.929  4.685  0.09
H  -0.575  4.279  5.153  0.11
H  -1.737  5.662  3.461  0.11
H  -2.360  4.674  1.293  0.11
H  -4.460  3.650  -0.771  0.09
H  -6.752  3.826  0.067  0.11
H  -7.495  2.460  1.986  0.11
H  -5.881  0.951  3.113  0.11
H  -3.583  0.766  2.282  0.08
H  -3.344  2.241  -2.372  0.10
H  -3.006  3.687  -4.335  0.11
H  -1.399  5.563  -4.227  0.11
H  -0.156  5.996  -2.138  0.11
H  -0.491  4.550  -0.170  0.08
C  5.057  -0.908  1.443  -0.16
Si  4.130  -0.848  -0.206  0.39
C  3.249  -2.527  -0.405  -0.21
C  5.362  -0.796  -1.640  -0.17
N  2.885  0.365  -0.254  -0.28
C  3.228  1.699  -0.125  -0.34
C  4.547  2.183  0.008  -0.05
C  4.842  3.528  0.130  -0.08
C  3.840  4.488  0.125  -0.08
C  2.530  4.065  -0.014  -0.01
C  2.276  2.721  -0.133  -0.19
F  0.927  2.348  -0.280  -0.11
H  6.009  -1.430  1.326  0.03
H  4.483  -1.433  2.209  0.03
H  5.273  0.090  1.826  0.03
H  3.941  -3.227  -0.876  0.04
H  2.357  -2.490  -1.047  -0.01
H  2.977  -2.944  0.562  -0.01
H  6.271  -1.335  -1.361  0.04
H  5.651  0.217  -1.924  0.02
H  4.954  -1.282  -2.529  0.03
H  5.363  1.473  0.007  0.08
H  5.877  3.830  0.226  0.11
H  4.072  5.538  0.225  0.11
H  1.700  4.759  -0.039  0.11
Cl  0.435  -3.116  1.209  0.61
C  0.682  -4.862  0.872  -0.89
Cl  -0.845  -5.715  0.666  0.60
H  1.201  -5.277  1.726  0.04
H  1.264  -4.946  -0.038  0.03


| no. | frontier orbital gap (eV) | LUMO (eV) |
| --- | --- | --- |
| 1 | 7.51 | 2.281 |
| 2 | 9.30 | 0.690 |
| 3 | 6.94 | -2.789 |